Density functional theory data (ωB97M-V/def2-TZVPD) for a cluster of 15 separate species, C21H72O18 in total at a distorted geometry.

Positions of all 111 atoms, in Å:
O (-4.10, -2.14, 1.80)
H (-4.47, -1.85, 0.95)
H (-4.55, -1.58, 2.44)
O (-2.90, 1.82, 3.21)
H (-3.16, 2.73, 3.38)
H (-1.96, 1.89, 2.95)
O (-3.58, 0.17, -2.67)
H (-3.58, 1.15, -2.73)
H (-2.93, -0.02, -1.98)
O (-0.70, -4.38, 2.83)
H (-0.76, -3.44, 2.59)
H (-0.29, -4.38, 3.70)
O (-3.38, 2.90, -2.43)
H (-3.32, 3.09, -1.47)
H (-4.02, 3.53, -2.79)
O (-5.64, -0.76, -0.25)
H (-6.51, -0.96, -0.62)
H (-5.17, -0.29, -0.96)
O (-3.38, 2.92, 0.31)
H (-4.31, 2.65, 0.35)
H (-3.24, 3.46, 1.10)
C (2.28, -3.20, 1.61)
C (2.40, -4.70, 1.65)
O (1.27, -5.31, 1.06)
O (3.19, -2.49, 2.44)
H (1.23, -2.87, 1.75)
H (2.38, -2.80, 0.59)
H (2.52, -5.11, 2.67)
H (3.29, -5.00, 1.10)
H (0.55, -5.23, 1.72)
H (3.15, -2.90, 3.31)
C (-3.79, -3.96, -1.84)
C (-2.54, -3.27, -2.35)
O (-1.41, -4.04, -1.98)
O (-3.89, -5.34, -2.12)
H (-4.68, -3.44, -2.20)
H (-3.85, -3.83, -0.75)
H (-2.45, -2.26, -1.92)
H (-2.62, -3.10, -3.43)
H (-0.68, -3.81, -2.58)
H (-3.00, -5.71, -2.09)
C (-1.11, 0.21, 0.21)
C (-0.68, -1.21, 0.50)
O (-1.24, -1.67, 1.72)
O (-2.52, 0.24, 0.01)
H (-0.58, 0.71, -0.60)
H (-0.92, 0.88, 1.06)
H (0.41, -1.28, 0.59)
H (-0.95, -1.82, -0.37)
H (-2.22, -1.50, 1.68)
H (-2.79, 1.14, 0.24)
C (2.33, 1.61, -1.23)
C (2.26, 2.64, -0.10)
C (1.57, 3.90, -0.61)
O (1.37, 2.12, 0.90)
H (3.16, 1.78, -1.92)
H (1.42, 1.69, -1.82)
H (2.36, 0.60, -0.80)
H (3.22, 2.94, 0.33)
H (2.15, 4.25, -1.47)
H (1.59, 4.70, 0.13)
H (0.55, 3.70, -0.93)
H (1.64, 1.20, 1.12)
C (0.58, -1.03, -3.33)
C (1.53, -2.21, -3.31)
C (2.10, -2.41, -1.90)
O (0.74, -3.37, -3.63)
H (0.04, -0.93, -4.27)
H (1.15, -0.10, -3.23)
H (-0.10, -1.03, -2.47)
H (2.34, -2.14, -4.05)
H (2.81, -1.59, -1.70)
H (2.69, -3.33, -1.81)
H (1.29, -2.51, -1.18)
H (1.28, -4.16, -3.51)
C (-0.41, 2.46, -5.35)
C (-0.09, 2.99, -3.97)
C (-0.48, 4.46, -3.81)
O (-0.70, 2.16, -2.97)
H (-1.46, 2.72, -5.55)
H (-0.39, 1.37, -5.47)
H (0.19, 2.91, -6.14)
H (0.97, 2.91, -3.73)
H (-0.12, 5.08, -4.64)
H (-0.02, 4.86, -2.90)
H (-1.57, 4.53, -3.85)
H (-1.58, 2.54, -2.76)
C (4.42, -0.04, 3.47)
C (3.91, 0.01, 2.03)
C (4.73, -0.89, 1.13)
O (2.51, -0.31, 1.94)
H (5.51, -0.04, 3.48)
H (4.08, -0.95, 3.96)
H (4.18, 0.85, 4.04)
H (3.97, 1.05, 1.71)
H (4.97, -1.85, 1.59)
H (5.66, -0.37, 0.88)
H (4.20, -1.12, 0.20)
H (2.39, -1.16, 2.39)
C (1.77, 2.83, 4.33)
C (0.25, 2.67, 4.25)
C (-0.50, 3.31, 5.40)
O (-0.13, 3.32, 3.01)
H (2.07, 2.15, 5.14)
H (2.01, 3.84, 4.67)
H (2.27, 2.54, 3.42)
H (-0.04, 1.62, 4.14)
H (-0.06, 2.92, 6.33)
H (-1.56, 3.10, 5.36)
H (-0.24, 4.37, 5.42)
H (0.44, 2.99, 2.27)

- HOMO level (eV) = -9.2063
- ΔE to the lowest compared entry with this formula, charge and spin (kJ/mol) = 0.0
- E_tot (a.u.) = -2197.5873
- net charge = 0
- frontier orbital gap (eV) = 9.01